Entry 1:
Formula: C39H51N10O2PPd
Source: the OMol25 dataset
Level of theory: ωB97M-V/def2-TZVPD

The geometry in XYZ format:
```
104
Properties=species:S:1:pos:R:3:mulliken_charge:R:1
Pd 0.27 0.93 -0.53 0.790
C -7.34 -9.13 5.23 -0.802
O -7.22 -7.69 5.51 -0.316
C -6.46 -6.91 4.87 0.930
C -6.51 -5.52 5.31 -0.829
C -5.75 -4.60 4.70 -0.506
C -4.88 -4.97 3.60 0.909
C -4.83 -6.38 3.18 -0.681
C -5.59 -7.31 3.79 -0.436
C -4.10 -4.08 2.92 -0.067
N -3.26 -4.40 1.88 -0.647
C -2.69 -3.30 1.50 0.904
C -3.15 -2.18 2.31 0.532
N -4.01 -2.69 3.16 -0.074
C -2.70 -0.84 2.10 0.052
C -3.16 0.27 2.82 -0.353
C -2.67 1.52 2.51 -1.437
C -1.74 1.63 1.48 -0.293
N -1.28 0.57 0.79 0.285
C -1.74 -0.66 1.08 0.222
C -1.22 -1.80 0.28 -0.153
N -0.30 -1.51 -0.65 0.290
C 0.11 -2.48 -1.45 -0.530
C -0.34 -3.80 -1.36 -1.071
C -1.25 -4.11 -0.38 -0.593
C -1.71 -3.09 0.46 0.314
H -8.12 -9.47 5.91 0.273
H -6.39 -9.60 5.46 0.400
H -7.64 -9.27 4.20 0.387
H -7.16 -5.28 6.13 0.510
H -5.80 -3.57 5.04 0.350
H -4.17 -6.64 2.37 0.540
H -5.55 -8.34 3.48 0.523
H -4.54 -2.18 3.86 0.243
H -3.89 0.16 3.61 0.510
H -2.99 2.41 3.04 0.565
H -1.32 2.59 1.20 0.562
H 0.83 -2.20 -2.21 0.780
H 0.03 -4.55 -2.04 0.507
H -1.62 -5.12 -0.26 0.626
C -0.20 6.29 0.15 -0.758
C 0.99 5.37 0.06 -0.535
N 0.52 4.00 -0.17 0.292
C -0.56 3.73 -0.96 0.348
N -0.77 2.46 -1.30 0.452
C -1.89 2.09 -2.17 -1.018
C -3.05 3.04 -1.94 -0.656
C -2.57 4.46 -2.13 -0.664
N -1.38 4.71 -1.32 0.068
C -1.04 6.13 -1.10 -0.573
H 0.13 7.32 0.25 0.382
H -0.80 6.05 1.03 0.309
H 1.57 5.38 0.99 0.395
H 1.65 5.69 -0.75 0.336
H 1.25 3.31 -0.29 -0.085
H -2.17 1.06 -1.95 0.136
H -1.56 2.13 -3.21 0.506
H -3.45 2.91 -0.93 0.183
H -3.86 2.82 -2.65 0.435
H -3.33 5.18 -1.84 0.430
H -2.34 4.65 -3.19 0.286
H -1.98 6.67 -1.01 0.390
H -0.52 6.52 -1.98 0.274
O 1.75 1.43 -1.77 -0.726
P 3.28 1.19 -1.77 -1.364
N 4.06 2.49 -2.30 0.471
C 4.86 2.68 -3.54 -0.389
C 5.01 4.20 -3.64 -0.903
C 4.98 4.66 -2.19 -0.863
C 3.89 3.78 -1.59 -0.357
N 3.72 -0.10 -2.67 0.368
C 3.65 -0.19 -4.15 -0.631
C 3.37 -1.67 -4.42 -0.755
C 4.02 -2.37 -3.23 -0.766
C 3.70 -1.44 -2.06 0.108
N 3.69 0.90 -0.22 0.974
C 2.78 0.51 0.86 -0.181
C 3.71 0.09 2.01 -0.738
C 4.97 0.92 1.75 -0.910
C 5.10 0.86 0.23 -0.335
H 4.35 2.27 -4.41 0.327
H 5.83 2.19 -3.43 0.351
H 4.18 4.62 -4.19 0.306
H 5.93 4.48 -4.16 0.454
H 4.75 5.72 -2.08 0.379
H 5.93 4.47 -1.70 0.323
H 2.89 4.19 -1.80 0.039
H 4.00 3.63 -0.51 0.428
H 4.59 0.11 -4.59 0.391
H 2.85 0.45 -4.55 0.417
H 3.77 -1.99 -5.37 0.407
H 2.29 -1.86 -4.43 0.231
H 5.10 -2.43 -3.36 0.371
H 3.65 -3.38 -3.07 0.387
H 4.43 -1.52 -1.25 0.155
H 2.71 -1.67 -1.64 -0.254
H 2.14 -0.35 0.55 -0.167
H 2.14 1.34 1.17 0.249
H 3.94 -0.97 1.94 0.317
H 3.26 0.28 2.98 0.438
H 5.85 0.52 2.26 0.451
H 4.82 1.95 2.08 0.264
H 5.59 -0.06 -0.08 0.294
H 5.66 1.70 -0.19 0.294
```

Computed properties:
- strongest force on any atom (Eh/bohr) = 0.013
- energy (hartree) = -2682.80022
- HOMO energy (alpha / beta) (eV) = -16.806 / -16.806
- charge = +4
- energy above the lowest of the compared OMol25 structures with the same formula, charge and spin (kJ/mol) = 0.0

=====

Entry 2:
Formula: H8O4
Source: the OMol25 dataset
Level of theory: ωB97M-V/def2-TZVPD

The geometry in XYZ format:
```
12
Properties=species:S:1:pos:R:3:mulliken_charge:R:1
O -1.51 2.54 0.24 -0.619
H -2.02 1.73 0.21 0.321
H -2.16 3.24 0.21 0.301
O 2.81 -1.24 0.16 -0.671
H 3.52 -0.88 -0.37 0.324
H 2.98 -2.19 0.17 0.313
O -2.17 -0.95 0.34 -0.640
H -2.21 -1.90 0.24 0.305
H -1.27 -0.71 0.13 0.405
O 0.39 -0.11 -0.32 -0.687
H 1.32 -0.32 -0.44 0.333
H 0.32 0.81 -0.57 0.315
```

Computed properties:
- strongest force on any atom (Eh/bohr) = 0.015
- energy (hartree) = -305.75346
- SMILES = O.O.O.O
- HOMO energy (eV) = -10.736
- energy above the lowest of the compared OMol25 structures with the same formula, charge and spin (kJ/mol) = 67.6

=====

Entry 3:
Formula: C24H35F9N3O15S
Source: the OMol25 dataset
Level of theory: ωB97M-V/def2-TZVPD

The geometry in XYZ format:
```
87
Properties=species:S:1:pos:R:3:mulliken_charge:R:1
C -0.27 -1.21 0.74 0.123
C 0.55 -2.23 1.72 -0.601
N 0.34 -2.01 3.20 0.036
C -1.00 -2.75 3.40 -0.255
C -1.99 -1.96 4.48 -0.167
N -1.41 -0.54 4.36 -0.369
C -0.03 -0.63 3.68 0.244
N 0.68 0.55 3.62 -0.092
C 2.07 0.64 2.96 -0.464
C 1.94 1.80 1.81 -0.603
C 3.37 2.08 0.98 0.677
F 3.64 3.55 1.22 -0.317
F 4.53 1.38 1.60 -0.269
C 3.23 1.92 -0.63 0.653
F 4.29 2.80 -1.26 -0.230
F 1.93 2.45 -1.17 -0.234
S 3.48 0.21 -1.34 1.241
F 3.89 0.94 -2.88 -0.348
F 5.15 0.15 -0.99 -0.293
F 3.01 -0.61 0.08 -0.265
F 1.81 0.21 -1.87 -0.342
F 3.64 -1.31 -2.11 -0.291
H -0.59 -1.85 -0.21 0.383
H 0.47 -0.39 0.33 -0.392
H -1.26 -0.77 1.18 -0.054
H 0.16 -3.33 1.46 0.380
H 1.71 -2.27 1.54 0.315
H -1.72 -2.85 2.48 0.062
H -0.87 -3.90 3.70 0.321
H -3.11 -2.00 4.07 -0.091
H -1.94 -2.49 5.53 0.292
H -1.12 -0.39 5.36 0.369
H 0.31 1.45 3.99 0.341
H 2.47 -0.40 2.58 0.172
H 2.85 1.00 3.79 0.352
H 1.62 2.80 2.38 0.426
H 1.04 1.58 1.07 0.256
C 6.58 0.98 -4.97 -0.086
C 5.52 1.51 -5.87 -0.259
O 6.11 2.68 -6.42 -0.338
C 7.47 2.51 -6.33 0.623
O 8.29 3.24 -6.86 -0.540
O 7.78 1.41 -5.58 -0.346
H 6.56 -0.12 -4.90 0.339
H 6.53 1.40 -3.96 0.100
H 5.28 0.82 -6.69 0.333
H 4.60 1.76 -5.33 0.204
C -3.46 -6.28 1.36 -0.367
C -4.93 -6.12 1.14 -0.316
O -5.38 -5.56 2.36 -0.306
C -4.30 -4.94 2.93 0.692
O -4.37 -4.21 3.91 -0.558
O -3.15 -5.25 2.27 -0.253
H -2.89 -6.17 0.43 0.315
H -3.21 -7.25 1.81 0.267
H -5.16 -5.42 0.33 0.218
H -5.43 -7.07 0.94 0.327
C -5.08 0.86 2.05 -0.171
C -5.76 -0.37 2.56 -0.483
O -5.27 -1.39 1.71 -0.270
C -4.08 -0.95 1.21 0.699
O -3.30 -1.65 0.58 -0.594
O -3.87 0.36 1.52 -0.353
H -4.89 1.59 2.84 0.380
H -5.64 1.35 1.25 0.165
H -5.48 -0.60 3.59 0.315
H -6.85 -0.30 2.49 0.315
C 6.32 4.73 -3.23 0.027
C 7.16 5.63 -4.07 -0.292
O 6.79 6.92 -3.64 -0.325
C 6.29 6.79 -2.38 0.546
O 6.03 7.73 -1.64 -0.552
O 6.12 5.48 -2.05 -0.300
H 6.81 3.78 -3.01 0.155
H 5.34 4.52 -3.69 0.183
H 8.23 5.49 -3.89 0.265
H 6.97 5.51 -5.14 0.269
C -7.35 -0.96 -1.25 -0.245
C -8.82 -0.79 -1.46 -0.408
O -9.27 -0.24 -0.24 -0.322
C -8.19 0.38 0.33 0.644
O -8.26 1.11 1.31 -0.554
O -7.04 0.08 -0.33 -0.207
H -6.78 -0.84 -2.17 0.342
H -7.10 -1.92 -0.79 0.166
H -9.05 -0.10 -2.28 0.270
H -9.32 -1.75 -1.66 0.320
```

Computed properties:
- strongest force on any atom (Eh/bohr) = 0.112
- energy (hartree) = -3524.83488
- HOMO energy (eV) = -12.108
- charge = +1

=====

Entry 4:
Formula: C7H12
Source: the OMol25 dataset
Level of theory: ωB97M-V/def2-TZVPD

The geometry in XYZ format:
```
19
Properties=species:S:1:pos:R:3:mulliken_charge:R:1
C -1.82 0.25 0.57 -1.467
C -0.97 -0.53 -0.44 0.480
C -0.23 0.28 -1.47 -0.365
C 0.33 1.47 -1.24 -0.698
C 1.62 0.44 1.12 -0.957
C 1.48 -0.74 0.53 0.068
C 0.16 -1.41 0.20 -0.823
H -2.60 0.83 0.06 0.339
H -2.32 -0.44 1.26 0.387
H -1.23 0.94 1.18 0.291
H -1.66 -1.22 -0.95 0.332
H 0.07 -0.28 -2.35 0.329
H 1.12 1.86 -1.87 0.242
H 0.08 2.06 -0.37 0.286
H 2.60 0.86 1.31 0.261
H 0.77 1.04 1.43 0.225
H -0.09 -1.79 1.19 0.356
H 2.36 -1.33 0.28 0.334
H 0.33 -2.27 -0.45 0.380
```

Computed properties:
- strongest force on any atom (Eh/bohr) = 0.017
- energy (hartree) = -273.84664
- SMILES = C=CC[C@@H](C)C=C
- HOMO energy (eV) = -8.865
- energy above the lowest of the compared OMol25 structures with the same formula, charge and spin (kJ/mol) = 162.5

=====

Entry 5:
Formula: C4H6N2O
Source: the OMol25 dataset
Level of theory: ωB97M-V/def2-TZVPD

The geometry in XYZ format:
```
13
Properties=species:S:1:pos:R:3:mulliken_charge:R:1
N 1.64 0.39 1.46 -0.587
C 0.66 0.27 0.46 0.153
C 0.58 1.20 -0.69 -0.234
N -0.36 1.08 -1.54 -0.522
C -1.04 -1.44 -0.28 -0.265
O -2.38 -1.44 -0.39 -0.422
C -0.33 -0.58 0.42 0.295
H 1.90 1.35 1.64 0.236
H 1.36 -0.06 2.32 0.251
H 1.32 2.01 -0.69 0.310
H -0.32 1.78 -2.27 0.235
H -2.66 -2.33 -0.62 0.365
H -0.39 -2.23 0.17 0.184
```

Computed properties:
- strongest force on any atom (Eh/bohr) = 0.049
- energy (hartree) = -340.61864
- SMILES = [H]/N=C/C(N)=C=CO
- HOMO energy (eV) = -7.727
- energy above the lowest of the compared OMol25 structures with the same formula, charge and spin (kJ/mol) = 462.8

=====

Entry 6:
Formula: C48H124N8O18
Source: the OMol25 dataset
Level of theory: ωB97M-V/def2-TZVPD

The geometry in XYZ format:
```
198
Properties=species:S:1:pos:R:3:lowdin_spin:R:1
C -4.45 -5.75 0.11 0.020
O -3.40 -4.90 0.53 0.002
C -2.29 -5.62 1.06 0.003
C -1.35 -6.15 -0.05 0.008
N -0.77 -5.06 -0.83 0.001
C 0.00 -5.54 -1.99 0.006
C 0.86 -4.40 -2.61 0.003
O 0.04 -3.33 -3.04 0.004
C 0.63 -2.10 -3.38 0.005
H -4.84 -6.17 1.04 0.003
H -4.12 -6.60 -0.50 0.004
H -5.22 -5.23 -0.47 0.005
H -2.57 -6.34 1.83 0.003
H -1.62 -4.89 1.50 0.000
H -1.81 -6.91 -0.68 0.002
H -0.51 -6.67 0.42 0.003
H -1.42 -4.33 -1.08 0.000
H -0.80 -5.78 -2.69 0.002
H 0.61 -6.43 -1.81 0.002
H 1.49 -4.77 -3.42 0.001
H 1.58 -4.05 -1.87 0.000
H -0.10 -1.35 -3.68 0.001
H 1.29 -2.21 -4.24 0.002
H 1.27 -1.77 -2.56 0.001
C -5.85 4.41 -6.94 0.003
O -4.53 4.55 -6.37 0.001
C -4.14 5.92 -6.40 0.002
C -2.96 5.95 -5.44 0.003
N -1.85 5.11 -5.92 0.000
C -0.73 5.21 -5.05 0.025
C -0.87 4.29 -3.86 0.016
O -1.10 2.91 -4.39 0.008
C -1.82 2.10 -3.43 0.004
H -6.15 3.38 -6.77 0.001
H -5.91 4.60 -8.01 0.000
H -6.46 5.12 -6.38 0.001
H -4.94 6.58 -6.03 0.001
H -3.94 6.00 -7.47 0.000
H -3.33 5.64 -4.46 0.001
H -2.64 6.98 -5.36 0.002
H -2.20 4.16 -5.90 0.000
H -0.55 6.25 -4.77 0.009
H 0.13 4.98 -5.68 0.008
H -1.74 4.62 -3.28 0.001
H -0.03 4.38 -3.17 0.018
H -2.88 2.31 -3.48 0.001
H -1.46 2.29 -2.42 0.000
H -1.72 1.06 -3.74 0.002
C 5.34 -0.70 -4.28 0.013
O 5.46 -1.59 -3.12 0.002
C 4.65 -1.16 -2.05 0.001
C 4.82 -2.15 -0.87 0.003
N 6.13 -1.94 -0.22 0.001
C 6.33 -2.69 1.04 0.010
C 7.83 -2.79 1.45 0.006
O 8.44 -3.88 0.70 0.001
C 9.85 -3.97 0.79 0.001
H 5.45 0.32 -3.93 0.003
H 4.30 -0.72 -4.64 0.004
H 6.02 -0.91 -5.11 0.002
H 3.59 -1.13 -2.30 0.001
H 4.79 -0.13 -1.72 0.001
H 4.89 -3.16 -1.28 0.001
H 4.08 -2.04 -0.08 0.002
H 6.84 -2.22 -0.88 0.000
H 5.85 -3.67 1.07 0.001
H 5.79 -2.08 1.76 0.012
H 7.94 -2.94 2.53 0.002
H 8.35 -1.86 1.22 0.001
H 10.21 -3.81 1.81 0.000
H 10.22 -3.19 0.13 0.000
H 10.11 -4.93 0.33 0.000
C -5.97 -4.00 3.09 0.005
O -7.03 -3.09 3.00 0.004
C -7.14 -2.41 1.77 0.003
C -8.00 -1.11 1.80 0.004
N -7.25 0.09 2.27 0.000
C -6.61 -0.04 3.60 0.001
C -6.25 1.32 4.15 0.002
O -5.98 1.22 5.50 0.001
C -5.63 2.49 6.06 0.006
H -6.04 -4.76 2.30 0.001
H -6.05 -4.48 4.06 0.002
H -4.98 -3.58 2.90 0.000
H -7.64 -3.07 1.07 0.003
H -6.17 -2.30 1.30 0.000
H -8.90 -1.40 2.35 0.001
H -8.34 -0.82 0.81 0.001
H -7.91 0.86 2.27 0.001
H -5.68 -0.60 3.50 0.000
H -7.28 -0.56 4.29 0.000
H -7.13 1.95 4.01 0.001
H -5.35 1.58 3.61 0.000
H -6.39 3.27 5.96 0.001
H -4.62 2.72 5.74 0.001
H -5.55 2.25 7.12 0.001
C 5.21 3.20 -2.30 0.096
O 5.95 2.05 -1.86 0.021
C 7.21 2.40 -1.21 0.027
C 8.04 1.23 -0.69 0.013
N 8.46 0.44 -1.82 0.001
C 9.22 -0.77 -1.40 0.001
C 10.02 -1.36 -2.61 0.001
O 9.16 -2.02 -3.53 0.001
C 8.52 -3.22 -3.04 0.001
H 5.64 3.66 -3.19 0.016
H 5.09 3.99 -1.56 0.044
H 4.21 2.93 -2.62 0.012
H 7.00 3.11 -0.42 0.021
H 7.75 3.04 -1.92 0.004
H 7.39 0.54 -0.14 0.003
H 8.86 1.50 -0.03 0.003
H 7.68 0.23 -2.43 0.000
H 8.52 -1.46 -0.93 0.000
H 9.87 -0.33 -0.64 0.001
H 10.88 -1.95 -2.28 0.000
H 10.54 -0.57 -3.15 0.000
H 7.86 -3.73 -3.75 0.000
H 7.87 -3.05 -2.18 0.000
H 9.24 -4.00 -2.82 0.000
C -0.87 -4.66 4.30 0.009
O -1.30 -3.24 4.28 0.002
C -2.35 -2.96 5.14 0.003
C -2.81 -1.53 4.96 0.001
N -1.61 -0.67 4.96 0.000
C -1.96 0.72 4.80 0.001
C -0.71 1.65 5.06 0.005
O 0.16 1.66 3.91 0.005
C 1.43 2.33 4.08 0.035
H -0.06 -4.84 3.58 0.001
H -1.64 -5.38 4.05 0.002
H -0.53 -4.82 5.32 0.001
H -1.96 -3.15 6.14 0.001
H -3.18 -3.64 4.93 0.001
H -3.58 -1.26 5.69 0.001
H -3.33 -1.52 4.01 0.000
H -0.98 -1.04 4.27 0.000
H -2.75 0.98 5.51 0.000
H -2.26 0.82 3.76 0.000
H -0.07 1.27 5.85 0.002
H -0.94 2.66 5.39 0.003
H 1.17 3.34 4.38 0.002
H 1.99 2.37 3.15 0.019
H 2.03 1.80 4.82 0.010
C 1.75 5.94 3.66 0.049
O 0.83 5.17 2.92 0.008
C 0.97 5.30 1.53 0.063
C 0.16 4.14 0.90 0.010
N -1.26 4.39 0.82 0.003
C -2.11 3.18 0.80 0.001
C -3.55 3.46 0.33 0.002
O -3.55 3.85 -0.98 0.003
C -4.86 4.07 -1.52 0.005
H 1.61 5.80 4.74 0.005
H 1.66 6.95 3.28 0.006
H 2.79 5.73 3.41 0.025
H 1.99 5.27 1.13 0.041
H 0.61 6.30 1.29 0.013
H 0.25 3.22 1.48 0.001
H 0.58 3.92 -0.08 0.009
H -1.49 4.68 -0.12 0.003
H -2.11 2.80 1.83 0.000
H -1.65 2.39 0.22 0.000
H -3.98 4.26 0.93 0.001
H -4.08 2.52 0.48 0.000
H -4.70 4.55 -2.49 0.000
H -5.45 4.76 -0.93 0.001
H -5.33 3.11 -1.76 0.001
C 1.72 1.50 -1.95 0.013
O 0.74 1.12 -1.01 0.004
C 1.23 0.65 0.25 0.009
C 0.12 -0.03 1.08 0.002
N -0.51 -1.06 0.29 0.000
C -1.59 -1.79 0.94 0.000
C -2.94 -1.02 1.22 0.000
O -3.67 -0.57 0.03 0.001
C -3.97 -1.55 -0.95 0.006
H 2.25 0.62 -2.31 0.002
H 2.62 2.04 -1.65 0.008
H 1.19 1.91 -2.81 0.004
H 1.74 1.45 0.79 0.011
H 2.01 -0.08 0.06 0.003
H -0.57 0.73 1.44 0.000
H 0.65 -0.50 1.92 0.003
H -0.83 -0.58 -0.54 0.000
H -1.31 -2.18 1.91 0.000
H -1.77 -2.68 0.34 0.000
H -2.73 -0.18 1.89 0.000
H -3.64 -1.71 1.68 0.000
H -3.05 -1.85 -1.46 0.001
H -4.56 -1.03 -1.70 0.002
H -4.51 -2.38 -0.49 0.001
O -6.30 1.06 -0.13 0.003
H -5.42 0.71 -0.22 0.000
H -6.69 0.57 0.59 0.000
O 1.08 -3.57 0.64 0.005
H 0.46 -4.02 0.07 0.000
H 0.83 -2.65 0.59 0.000
```

Computed properties:
- strongest force on any atom (Eh/bohr) = 0.058
- energy (hartree) = -3695.10153
- HOMO energy (alpha / beta) (eV) = 0.804 / -6.357
- charge = -1
- multiplicity = 2
- energy above the lowest of the compared OMol25 structures with the same formula, charge and spin (kJ/mol) = 0.0

=====

Entry 7:
Formula: C4H4O3
Source: the OMol25 dataset
Level of theory: ωB97M-V/def2-TZVPD

The geometry in XYZ format:
```
11
Properties=species:S:1:pos:R:3:mulliken_charge:R:1
C 1.39 -1.06 -0.44 -0.957
C -0.38 -0.62 -0.60 0.432
O -1.18 -0.93 -1.43 -0.439
C -0.40 0.54 0.37 0.618
O 0.69 0.71 0.86 -0.444
C -1.52 1.45 0.75 -0.094
O -2.66 1.10 0.85 -0.395
H 2.27 -0.40 -0.23 0.302
H 1.48 -1.41 -1.45 0.360
H 1.45 -1.84 0.32 0.299
H -1.15 2.47 1.01 0.319
```

Computed properties:
- strongest force on any atom (Eh/bohr) = 0.054
- energy (hartree) = -380.43035
- SMILES = CC(=O)C(=O)C=O
- HOMO energy (eV) = -9.912
- energy above the lowest of the compared OMol25 structures with the same formula, charge and spin (kJ/mol) = 306.3

=====

Entry 8:
Formula: C6H12O
Source: the OMol25 dataset
Level of theory: ωB97M-V/def2-TZVPD

The geometry in XYZ format:
```
19
Properties=species:S:1:pos:R:3:mulliken_charge:R:1
C 2.17 -0.17 -0.87 -1.042
C 1.37 0.48 -0.02 0.720
O 1.53 0.46 1.33 -0.456
C 0.20 1.33 -0.42 -0.693
C -1.13 0.98 0.26 -0.662
C -1.70 -0.40 -0.10 -0.391
C -0.87 -1.58 0.40 -1.018
H 2.99 -0.79 -0.53 0.236
H 1.99 -0.12 -1.94 0.283
H -0.33 -1.30 1.31 0.254
H 2.30 -0.08 1.54 0.319
H 0.45 2.38 -0.19 0.278
H 0.08 1.27 -1.51 0.297
H -1.01 1.05 1.35 0.319
H -1.86 1.75 -0.02 0.334
H -1.82 -0.45 -1.19 0.270
H -2.71 -0.46 0.31 0.330
H -0.13 -1.89 -0.34 0.279
H -1.51 -2.44 0.64 0.340
```

Computed properties:
- strongest force on any atom (Eh/bohr) = 0.007
- energy (hartree) = -311.03257
- SMILES = C=C(O)CCCC
- HOMO energy (eV) = -8.824
- energy above the lowest of the compared OMol25 structures with the same formula, charge and spin (kJ/mol) = 70.1